A 2-piece molecular cluster, C9H16Si overall. Source: the OMol25 dataset; level of theory: ωB97M-V/def2-TZVPD.

The geometry in XYZ format:
```
26
Properties=species:S:1:pos:R:3:nbo_charge:R:1
C 0.04 0.67 1.09 -0.5167
C -0.68 1.83 0.93 -0.4041
C -1.77 -0.09 -2.90 -0.3657
C -2.11 0.98 -2.20 -0.3847
C 1.56 0.67 0.86 -0.4408
C 1.84 0.23 -0.53 -0.4448
C 1.89 -1.32 -0.57 -0.1582
C 2.83 -2.14 -0.95 -0.3884
C -1.99 -0.68 2.92 -1.1799
Si -0.90 -0.97 1.30 1.0156
H -1.80 1.89 1.13 0.1968
H -0.23 2.84 0.72 0.2003
H -2.25 -0.51 -3.65 0.1797
H -0.98 -0.77 -2.40 0.1903
H -2.87 1.70 -2.33 0.1900
H 1.85 1.68 1.03 0.2104
H 2.09 0.14 1.56 0.2118
H 1.23 0.75 -1.27 0.2295
H 2.84 0.58 -0.90 0.2097
H 0.96 -1.78 -0.24 0.1868
H -1.60 1.12 -1.24 0.1908
H 3.83 -1.75 -1.04 0.1793
H 2.79 -3.12 -0.88 0.1891
H -2.83 -1.41 2.92 0.2314
H -1.27 -0.89 3.72 0.2388
H -2.48 0.35 2.91 0.2330
```

total charge = 0
HOMO-LUMO gap = 0.271 hartree
highest occupied orbital energy = -7.852 eV
ΔE to the lowest compared entry with this formula, charge and spin = 98.2 kcal per mole
E = -641.81285 Eh

=====

An isolated ion of composition C9H17BN2O3PS and charge -1. Source: the OMol25 dataset; level of theory: ωB97M-V/def2-TZVPD.

The geometry in XYZ format:
```
34
Properties=species:S:1:pos:R:3:nbo_charge:R:1
C 2.19 0.03 2.69 -0.6252
C 2.35 0.13 1.08 -0.7053
P 0.78 0.96 0.42 0.7094
C 1.37 1.99 -1.07 -0.9488
C -0.51 -0.37 -0.13 0.1860
N -1.91 0.18 -0.13 -0.5783
C -2.85 -0.67 0.67 -0.4198
C -2.00 1.54 0.45 0.7386
C -2.02 2.76 -0.58 -0.7349
O -2.12 1.80 1.68 -0.5823
C -0.05 -0.58 -1.70 -0.1017
O -0.41 -1.94 -2.12 -0.7259
B -0.35 -2.67 -0.85 0.7304
N 0.43 -4.00 -0.75 -0.5883
C 1.68 -3.73 -0.80 0.2808
S 3.31 -3.53 -1.03 -0.1847
O -0.28 -1.72 0.31 -0.7228
H 1.88 -1.02 3.00 0.2215
H 3.20 0.29 3.16 0.1931
H 1.45 0.82 3.09 0.2223
H 3.27 0.82 0.91 0.2165
H 2.60 -0.87 0.58 0.2496
H 1.68 3.03 -0.71 0.2251
H 0.53 2.16 -1.83 0.2337
H 2.29 1.53 -1.60 0.2243
H -3.75 -0.03 1.04 0.1952
H -2.41 -1.15 1.60 0.2171
H -3.32 -1.42 -0.06 0.2203
H -2.37 2.33 -1.59 0.2258
H -1.05 3.34 -0.65 0.2439
H -2.86 3.49 -0.25 0.2308
H -0.38 0.25 -2.40 0.1741
H 1.11 -0.67 -1.69 0.1542
H -1.49 -3.06 -0.74 -0.1748
```

total charge = -1
HOMO-LUMO gap = 0.271 hartree
highest occupied orbital energy = -4.347 eV
E = -1452.75306 Eh

=====

C9H17BiIN4S as an isolated structure. Source: the OMol25 dataset; level of theory: ωB97M-V/def2-TZVPD.

The geometry in XYZ format:
```
33
Properties=species:S:1:pos:R:3:nbo_charge:R:1
Bi -1.46 0.38 0.17 1.6867
C 0.04 -2.15 -1.22 -0.2657
C -1.24 -2.66 -0.55 -0.2598
N -1.43 -2.00 0.77 -0.6816
C -0.49 -2.42 1.83 -0.2669
C -0.07 -1.27 2.73 -0.5259
S 0.51 0.24 1.86 0.3935
C 1.79 -0.40 0.69 -0.5410
C 1.49 -0.16 -0.77 -0.2646
N 0.15 -0.65 -1.19 -0.6468
H 0.05 -2.51 -2.25 0.2809
H 0.92 -2.57 -0.73 0.2295
H -1.18 -3.75 -0.45 0.2740
H -2.11 -2.44 -1.17 0.2385
H -2.39 -2.19 1.08 0.4349
H 0.38 -2.89 1.38 0.2268
H -0.94 -3.18 2.47 0.2824
H 0.74 -1.56 3.40 0.3064
H -0.89 -0.91 3.37 0.2785
H 1.94 -1.46 0.94 0.2619
H 2.71 0.12 0.96 0.3094
H 2.27 -0.65 -1.37 0.2796
H 1.55 0.91 -1.00 0.2547
H -0.01 -0.31 -2.14 0.4457
I 1.50 6.13 -0.33 0.3754
C 0.32 4.46 -0.72 -0.2837
C -0.72 4.37 -1.63 0.0485
N -1.22 3.13 -1.56 -0.3199
N -0.55 2.38 -0.66 -0.4863
C 0.38 3.21 -0.13 -0.0320
H -1.11 5.12 -2.31 0.2886
H -1.99 2.78 -2.12 0.4411
H 1.05 2.89 0.66 0.2373
```

total charge = +3
HOMO-LUMO gap = 0.184 hartree
highest occupied orbital energy = -17.215 eV
ΔE to the lowest compared entry with this formula, charge and spin = 0.0 kcal per mole
E = -1481.57894 Eh

=====

C9H17Cl2NO2PPd as an isolated structure. Source: the OMol25 dataset; level of theory: ωB97M-V/def2-TZVPD.

The geometry in XYZ format:
```
33
Properties=species:S:1:pos:R:3:mulliken_spin:R:1
C 0.85 -3.43 -0.96 0.1406
C 0.14 -2.15 -0.86 0.0066
H 0.20 -4.11 -1.31 0.0579
H 1.32 -3.59 0.03 0.0062
H 1.67 -3.20 -1.80 0.0658
O -0.95 -1.47 -0.52 -0.0068
Cl 2.19 -1.77 -0.93 0.7312
Pd -0.59 1.78 0.30 1.3515
P 0.06 0.96 -2.03 0.3991
C -1.47 1.55 -2.82 0.0532
C 1.24 2.29 -2.37 0.0528
H 1.54 -0.67 -3.14 -0.0027
H 0.56 0.20 -4.32 0.0193
H -0.14 -1.11 -3.40 -0.0019
C 0.55 -0.27 -3.33 0.0559
H 2.21 2.00 -1.94 0.0016
H 1.37 2.49 -3.44 0.0242
H -1.28 1.78 -3.86 0.0232
H -1.78 2.44 -2.28 -0.0055
H 0.90 3.18 -1.83 -0.0060
H -2.21 0.77 -2.74 -0.0022
C -2.48 1.09 0.29 0.1004
O -3.63 1.02 0.26 -0.0009
Cl 0.20 3.73 1.16 0.8470
C -0.69 -0.68 5.40 -0.0001
C 0.57 -0.28 4.60 0.0006
C 0.28 -0.13 3.17 0.0004
N 0.02 0.26 2.15 0.0875
H -1.52 -0.04 5.16 -0.0001
H -0.50 -0.62 6.48 0.0002
H -0.96 -1.72 5.16 0.0000
H 0.93 0.73 4.98 0.0008
H 1.39 -1.01 4.75 0.0002
```

⟨S²⟩ = 6.016
total charge = +3
HOMO-LUMO gap (spin up / spin down) = 0.275 / 0.201 hartree
highest occupied orbital energy (spin up / spin down) = -20.374 / -20.367 eV
E = -1946.52802 Eh
multiplicity = 5

=====

C9H17ClI2IrN2OP as an isolated structure. Source: the OMol25 dataset; level of theory: ωB97M-V/def2-TZVPD.

The geometry in XYZ format:
```
34
Properties=species:S:1:pos:R:3:mulliken_spin:R:1
I 2.18 -3.53 -1.05 1.4853
I -0.78 -2.92 -0.39 1.0897
Ir -0.19 -0.42 -0.10 1.0551
P 0.02 0.32 -2.20 0.0981
C -1.57 0.63 -3.03 -0.0058
C 0.86 1.93 -2.32 0.0028
H 1.94 -0.96 -2.83 -0.0078
H 0.99 -0.43 -4.29 0.0062
H 0.43 -1.80 -3.23 0.0054
C 0.94 -0.83 -3.26 0.0367
H 1.85 1.86 -1.84 0.0003
H 0.99 2.20 -3.38 0.0041
H -1.37 0.92 -4.06 0.0032
H -2.10 1.44 -2.51 0.0034
H 0.26 2.70 -1.82 0.0022
H -2.18 -0.28 -3.01 0.0008
C -2.03 -0.26 -0.12 0.0492
O -3.20 -0.20 -0.08 -0.0113
Cl 2.20 -0.10 -0.02 0.1183
C 1.91 -2.04 4.64 0.0176
C 0.98 -1.24 3.83 0.2880
C -0.04 -0.36 4.17 0.2780
C -0.60 0.13 2.96 0.1356
N 0.04 -0.51 1.95 0.2783
N 0.99 -1.28 2.48 0.0078
C -1.66 1.13 2.80 0.0222
H 2.43 -1.41 5.35 0.0217
H 1.38 -2.79 5.23 0.0251
H 2.65 -2.55 4.01 -0.0015
H -0.35 -0.10 5.16 -0.0027
H 1.64 -1.80 1.87 -0.0081
H -2.64 0.69 3.03 0.0030
H -1.52 1.97 3.49 0.0038
H -1.68 1.54 1.79 -0.0046
```

⟨S²⟩ = 8.778
total charge = +3
HOMO-LUMO gap (spin up / spin down) = 0.340 / 0.197 hartree
highest occupied orbital energy (spin up / spin down) = -19.068 / -20.104 eV
ΔE to the lowest compared entry with this formula, charge and spin = 0.0 kcal per mole
E = -2038.01392 Eh
multiplicity = 6

=====

A 3-piece molecular cluster, C9H17F4NO8S2 overall. Source: the OMol25 dataset; level of theory: ωB97M-V/def2-TZVPD.

The geometry in XYZ format:
```
41
Properties=species:S:1:pos:R:3:nbo_charge:R:1
O 0.07 2.18 -3.75 -0.8842
S 0.31 1.35 -2.64 2.5119
O -0.48 1.70 -1.53 -0.9010
F -0.01 -0.14 -3.05 -0.4518
N 1.92 1.48 -2.14 -0.8214
S 2.40 0.21 -1.05 0.2263
C 2.86 1.69 -3.25 1.0749
F 2.78 2.95 -3.62 -0.2911
F 2.65 0.89 -4.28 -0.2990
F 4.09 1.52 -2.82 -0.2981
H 2.13 -0.99 -1.64 0.1330
C -3.53 2.78 0.75 -0.6400
C -2.38 3.65 0.27 -0.0712
O -2.47 4.98 0.80 -0.4939
C -2.11 5.11 2.08 0.9820
O -1.72 4.24 2.81 -0.6497
O -2.28 6.39 2.43 -0.4961
C -2.03 6.66 3.81 -0.2560
H -4.48 3.26 0.52 0.2083
H -3.49 1.81 0.26 0.2195
H -3.49 2.63 1.83 0.2230
H -2.43 3.75 -0.81 0.1956
H -1.41 3.21 0.51 0.2005
H -1.04 6.31 4.10 0.1960
H -2.80 6.19 4.42 0.1876
H -2.08 7.74 3.94 0.1938
C 0.18 -7.18 -0.98 -0.6402
C 1.40 -6.39 -1.43 -0.0704
O 1.38 -5.06 -0.91 -0.4980
C 1.70 -4.93 0.38 0.9813
O 2.00 -5.82 1.13 -0.6401
O 1.60 -3.64 0.71 -0.5032
C 1.82 -3.37 2.09 -0.2580
H -0.73 -6.64 -1.25 0.2120
H 0.17 -8.16 -1.46 0.2189
H 0.17 -7.32 0.10 0.2274
H 1.40 -6.30 -2.51 0.1906
H 2.33 -6.90 -1.15 0.1943
H 2.77 -3.78 2.43 0.1984
H 1.00 -3.78 2.68 0.1925
H 1.84 -2.29 2.22 0.1956
```

total charge = 0
HOMO-LUMO gap = 0.396 hartree
highest occupied orbital energy = -10.654 eV
ΔE to the lowest compared entry with this formula, charge and spin = 0.0 kcal per mole
E = -2205.63517 Eh
SMILES string = O=S(=O)(F)N(S)C(F)(F)F.CCOC(=O)OC.CCOC(=O)OC